# C5H32N2O10

A cluster of 10 separate species, C5H32N2O10 in total (wB97M-V/def2-TZVPD, the Open Molecules 2025 dataset).

## Properties
SMILES: C[C@H](CO)NCCN.O.O.O.O.O.O.O.O.O
Relative energy (zero: lowest compared OMol25 entry of this formula, charge and spin) (eV): 1.183
HOMO (eV): -8.93
Orbital gap (Eh): 0.3304

```
! RIJCOSX wB97M-V def2-TZVPD def2/J DEFGRID3
* xyz 0 1
C 0.042 0.899 1.886
C -0.971 0.969 0.729
C -1.930 2.138 0.996
O -2.239 2.307 2.366
N -1.766 -0.282 0.646
C -1.052 -1.454 0.126
C -0.446 -1.334 -1.276
N -1.416 -1.090 -2.352
H 0.474 1.889 2.078
H -0.476 0.676 2.831
H 0.860 0.191 1.676
H -0.406 1.175 -0.215
H -2.827 2.087 0.379
H -1.514 3.125 0.764
H -2.533 1.478 2.722
H -2.558 -0.096 0.053
H -0.182 -1.680 0.855
H -1.805 -2.299 0.182
H 0.085 -2.237 -1.538
H 0.306 -0.532 -1.318
H -1.963 -1.943 -2.541
H -2.089 -0.358 -2.095
O -1.799 -1.243 3.299
H -1.941 -0.861 2.414
H -2.425 -1.966 3.415
O 2.607 -1.677 1.377
H 1.894 -1.744 2.041
H 3.430 -1.750 1.846
O -2.258 1.428 -2.418
H -1.402 1.875 -2.613
H -2.809 1.620 -3.214
O 2.035 -3.849 -0.139
H 2.219 -3.056 0.370
H 1.675 -4.484 0.449
O 0.738 -2.129 3.292
H 0.937 -1.993 4.230
H -0.240 -1.838 3.260
O 1.579 0.303 -3.706
H 2.083 0.202 -2.875
H 0.881 -0.403 -3.649
O 1.968 2.733 -1.011
H 2.237 1.843 -0.709
H 1.967 3.303 -0.239
O 2.879 0.248 -0.511
H 2.700 -0.441 0.159
H 3.809 0.072 -0.768
O 0.142 2.480 -3.022
H 0.581 1.705 -3.438
H 0.679 2.759 -2.260
*
```

---

# C3H3ORu

A structure of composition C3H3ORu (wB97M-V/def2-TZVPD, the Open Molecules 2025 dataset).

## Properties
Relative energy (zero: lowest compared OMol25 entry of this formula, charge and spin) (eV): 0.000
HOMO (spin up / spin down) (eV): -13.78 / -15.52
Orbital gap (spin up / spin down) (Eh): 0.3058 / 0.2730

```
! RIJCOSX wB97M-V def2-TZVPD def2/J DEFGRID3
* xyz 1 7
C -0.372 0.747 -0.894
C 0.524 2.004 -0.923
C 0.951 0.600 -1.162
H 0.871 2.547 -0.033
H 0.352 2.688 -1.768
H 1.621 0.135 -1.887
O 0.512 -1.327 0.856
Ru -1.144 -0.464 0.542
*
```

---

# C10H9Cl2NO5

A cluster of 2 separate species, C10H9Cl2NO5 in total (wB97M-V/def2-TZVPD, the Open Molecules 2025 dataset).

## Properties
Relative energy (zero: lowest compared OMol25 entry of this formula, charge and spin) (eV): 3.991
HOMO (eV): -7.33
Orbital gap (Eh): 0.1724

```
! RIJCOSX wB97M-V def2-TZVPD def2/J DEFGRID3
* xyz 0 1
C -3.334 -2.047 2.693
C -2.125 -1.634 1.719
Cl -0.542 -1.127 2.528
C -2.202 -1.660 0.283
Cl -3.720 -2.168 -0.581
N -0.930 -1.276 -0.418
C -0.679 0.136 -0.551
C 0.631 0.646 -1.217
C 1.628 -0.448 -1.724
C 2.994 0.117 -2.381
O 3.221 -0.165 -3.590
O 3.912 0.943 -1.679
C 1.308 -1.977 -1.584
C -0.053 -2.331 -0.881
H -3.210 -1.432 3.648
H -4.299 -1.846 2.120
H -3.224 -3.166 2.924
H -1.453 0.876 -0.160
H 0.852 1.784 -1.295
H 3.780 0.878 -0.703
H 2.035 -2.780 -1.935
H -0.385 -3.421 -0.700
C 1.373 4.091 0.789
O 0.607 3.618 -0.102
O 1.129 5.409 1.005
O 2.269 3.551 1.461
H 0.419 5.430 0.334
*
```

---

# C36H30N6O12

A cluster of 6 separate species, C36H30N6O12 in total (wB97M-V/def2-TZVPD, the Open Molecules 2025 dataset).

## Properties
SMILES: O=[N+]([O-])c1ccccc1.O=[N+]([O-])c1ccccc1.O=[N+]([O-])c1ccccc1.O=[N+]([O-])c1ccccc1.O=[N+]([O-])c1ccccc1.O=[N+]([O-])c1ccccc1
Relative energy (zero: lowest compared OMol25 entry of this formula, charge and spin) (eV): 27.274
HOMO (eV): -9.24
Orbital gap (Eh): 0.2734

```
! RIJCOSX wB97M-V def2-TZVPD def2/J DEFGRID3
* xyz 0 1
O -4.881 1.771 -1.903
N -4.564 2.155 -0.781
O -3.648 2.961 -0.536
C -5.273 1.555 0.350
C -6.279 0.347 0.055
C -7.177 -0.244 1.232
C -6.963 0.339 2.683
C -6.001 1.360 2.991
C -4.997 1.931 1.906
H -6.200 0.028 -0.870
H -7.836 -1.012 1.408
H -7.610 -0.069 3.368
H -5.978 1.575 3.978
H -4.410 2.571 2.439
O 9.576 -3.973 1.332
N 10.110 -2.794 0.943
O 11.255 -2.632 0.849
C 9.208 -1.725 0.588
C 7.821 -2.111 0.204
C 6.606 -1.014 0.358
C 7.085 0.422 0.387
C 8.420 0.813 0.496
C 9.593 -0.263 0.594
H 7.373 -3.107 0.226
H 5.699 -1.197 0.305
H 6.283 1.225 0.458
H 8.525 1.666 0.662
H 10.480 0.079 0.838
O -2.345 3.402 4.219
N -1.528 2.876 4.963
O -0.833 3.301 5.815
C -1.284 1.389 4.815
C -0.193 0.677 5.691
C -0.016 -0.851 5.566
C -1.065 -1.591 4.764
C -2.141 -1.041 4.139
C -2.426 0.547 4.261
H 0.608 1.195 6.281
H 0.792 -1.437 6.013
H -0.710 -2.723 4.595
H -2.626 -1.810 3.489
H -3.322 1.067 3.926
O 4.372 1.432 -1.338
N 3.352 2.248 -1.241
O 3.299 3.296 -1.824
C 2.241 1.801 -0.400
C 0.828 2.730 -0.411
C -0.312 2.178 0.254
C -0.202 0.897 1.082
C 0.875 0.026 1.012
C 2.164 0.362 0.202
H 0.869 3.752 -0.808
H -1.169 3.000 0.249
H -1.149 0.528 1.735
H 0.697 -0.892 1.483
H 2.967 -0.255 0.055
O -4.413 -2.682 2.141
N -4.783 -3.056 1.066
O -5.714 -3.861 0.973
C -4.147 -2.537 -0.157
C -3.142 -1.238 -0.095
C -2.656 -0.621 -1.341
C -2.868 -1.357 -2.753
C -3.387 -2.699 -2.752
C -3.957 -3.363 -1.512
H -3.129 -0.861 0.695
H -2.213 0.326 -1.449
H -2.811 -0.877 -3.601
H -3.533 -2.995 -3.820
H -4.385 -4.409 -1.676
O 1.924 -2.144 -7.602
N 0.867 -1.429 -7.398
O -0.151 -1.679 -8.000
C 0.893 -0.349 -6.398
C 2.277 -0.161 -5.552
C 2.232 0.817 -4.375
C 0.926 1.568 -4.135
C -0.239 1.388 -4.905
C -0.288 0.459 -6.034
H 3.119 -0.607 -5.669
H 3.131 1.111 -3.965
H 0.937 2.468 -3.244
H -1.180 1.915 -5.048
H -1.268 0.150 -6.545
*
```

---

# C3H9S2

A cluster of 2 separate species, C3H9S2 in total (wB97M-V/def2-TZVPD, the Open Molecules 2025 dataset).

## Properties
Relative energy (zero: lowest compared OMol25 entry of this formula, charge and spin) (eV): 0.765
HOMO (eV): -2.37
Orbital gap (Eh): 0.2104

```
! RIJCOSX wB97M-V def2-TZVPD def2/J DEFGRID3
* xyz -1 1
C 2.668 0.305 -0.895
S 2.019 -0.256 0.718
H 2.392 1.349 -1.089
H 2.259 -0.291 -1.710
H 3.761 0.315 -0.935
C -1.417 0.248 1.383
S -2.262 0.127 -0.201
C -0.840 -0.316 -1.252
H -0.706 -0.569 1.482
H -0.856 1.166 1.532
H -2.166 0.189 2.174
H -0.646 -1.382 -1.224
H 0.019 0.230 -0.868
H -1.094 0.023 -2.257
*
```

---

# C9H15CrN2O6Si

A structure of composition C9H15CrN2O6Si (wB97M-V/def2-TZVPD, the Open Molecules 2025 dataset).

## Properties
Relative energy (zero: lowest compared OMol25 entry of this formula, charge and spin) (eV): 0.547
HOMO (spin up / spin down) (eV): -4.03 / -5.74
Orbital gap (spin up / spin down) (Eh): 0.2452 / 0.3074

```
! RIJCOSX wB97M-V def2-TZVPD def2/J DEFGRID3
* xyz -1 5
Cr 0.059 0.359 0.111
O -3.887 -3.696 1.298
C -3.666 -3.789 -0.001
O -4.211 -4.596 -0.717
C -2.705 -2.796 -0.557
C -2.350 -2.732 -1.894
N -1.474 -1.714 -2.008
N -1.249 -1.119 -0.828
C -1.987 -1.759 0.054
C -1.886 -1.293 1.525
O -2.665 -1.839 2.319
O -1.020 -0.399 1.720
H -3.345 -2.956 1.695
H -2.656 -3.341 -2.727
H -0.986 -1.378 -2.819
C 1.375 2.770 -1.095
O 0.262 1.965 -0.915
H 1.227 3.486 -1.919
H 2.279 2.187 -1.324
H 1.618 3.370 -0.201
C 3.783 -0.291 2.665
Si 2.697 -1.181 1.429
C 1.559 -2.302 2.405
C 3.833 -2.291 0.435
O 1.907 -0.152 0.470
H 4.361 -0.985 3.282
H 3.172 0.329 3.329
H 4.482 0.372 2.145
H 2.113 -2.940 3.102
H 0.994 -2.956 1.731
H 0.829 -1.720 2.973
H 4.433 -2.940 1.081
H 4.513 -1.694 -0.179
H 3.248 -2.929 -0.236
*
```

---

# C2H10NO2

A cluster of 3 separate species, C2H10NO2 in total (wB97M-V/def2-TZVPD, the Open Molecules 2025 dataset).

## Properties
Relative energy (zero: lowest compared OMol25 entry of this formula, charge and spin) (eV): 0.727
HOMO (eV): -15.26
Orbital gap (Eh): 0.3902

```
! RIJCOSX wB97M-V def2-TZVPD def2/J DEFGRID3
* xyz 1 1
C 0.438 -1.110 1.718
C -0.794 1.021 1.534
N -0.356 -0.065 1.055
H 0.281 -1.991 1.100
H -0.041 -1.281 2.679
H 1.491 -0.848 1.705
H -0.631 1.165 2.598
H -1.304 1.712 0.892
H -0.463 -0.194 0.044
H 0.005 2.668 -2.166
H 0.579 1.352 -2.408
O -0.157 1.744 -1.916
H 1.288 -2.090 -1.749
H -0.094 -1.541 -2.176
O 0.597 -1.464 -1.506
*
```

---

# H18InLi2O13P

A structure of composition H18InLi2O13P (wB97M-V/def2-TZVPD, the Open Molecules 2025 dataset).

## Properties
HOMO (spin up / spin down) (eV): -13.36 / -13.36
Orbital gap (spin up / spin down) (Eh): 0.3214 / 0.1397

```
! RIJCOSX wB97M-V def2-TZVPD def2/J DEFGRID3
* xyz 1 2
Li 16.671 23.386 -7.391
Li 17.789 20.326 -3.874
In 19.646 20.866 -7.603
P 17.120 22.056 -5.373
O 17.343 20.511 -5.713
O 17.296 22.243 -3.892
O 15.746 22.482 -5.923
O 18.121 22.759 -6.228
O 16.036 21.848 -1.670
H 16.265 22.102 -2.564
H 16.851 21.508 -1.301
O 19.815 20.346 -4.412
H 20.173 21.087 -3.923
H 20.291 19.585 -4.077
O 20.009 22.854 -3.364
H 19.091 22.592 -3.429
H 20.119 23.516 -4.046
O 14.286 20.860 -4.326
H 14.732 20.026 -4.475
H 14.710 21.471 -4.928
O 13.817 24.171 -5.450
H 13.126 23.740 -5.953
H 14.583 23.609 -5.564
O 13.805 21.617 -7.147
H 13.815 22.135 -7.951
H 14.542 21.952 -6.636
O 15.102 19.277 -6.525
H 14.590 20.065 -6.705
H 15.900 19.600 -6.105
O 16.949 24.737 -3.151
H 17.163 24.908 -2.233
H 17.212 23.827 -3.292
O 19.117 24.844 -5.121
H 18.377 24.974 -4.528
H 18.854 24.110 -5.676
*
```

---

# C9H10N2O2

A structure of composition C9H10N2O2 (wB97M-V/def2-TZVPD, the Open Molecules 2025 dataset).

## Properties
Relative energy (zero: lowest compared OMol25 entry of this formula, charge and spin) (eV): 4.443
HOMO (eV): -8.56
Orbital gap (Eh): 0.3249

```
! RIJCOSX wB97M-V def2-TZVPD def2/J DEFGRID3
* xyz 0 1
C -2.351 0.099 1.798
C -1.196 0.482 2.439
C -2.345 -0.345 0.445
C 0.004 0.379 1.797
C -1.133 -0.381 -0.198
C 0.064 -0.069 0.461
C -0.838 -0.751 -1.690
C 0.745 -0.933 -1.647
C 1.191 -0.201 -0.386
N 2.452 -0.296 0.179
N 1.387 1.568 -1.010
O 0.607 1.875 -1.871
O 2.198 2.261 -0.450
H -3.223 0.087 2.366
H -1.413 0.802 3.455
H -3.191 -0.791 -0.019
H 0.900 0.492 2.184
H -1.376 -1.684 -1.833
H -0.935 0.127 -2.305
H 1.204 -1.893 -1.462
H 1.299 -0.572 -2.675
H 3.182 -0.802 -0.382
H 2.768 0.547 0.803
*
```

---

# C15H37BNO7PSi

A cluster of 6 separate species, C15H37BNO7PSi in total (wB97M-V/def2-TZVPD, the Open Molecules 2025 dataset).

## Properties
SMILES: N=[PH2][SiH2]B(O)O.CC(C)=O.CC(C)=O.CC(C)=O.CC(C)=O.CC(C)=O
HOMO (eV): -8.00
Orbital gap (Eh): 0.2976

```
! RIJCOSX wB97M-V def2-TZVPD def2/J DEFGRID3
* xyz 0 1
N 4.871 -0.391 -3.161
P 3.517 -0.958 -2.479
Si 1.869 0.468 -2.772
B 0.211 -0.516 -2.435
O 0.224 -1.430 -1.259
O -0.992 -0.419 -3.290
H 5.136 -1.121 -3.886
H 3.609 -1.215 -1.065
H 3.193 -2.201 -3.131
H 2.087 1.557 -1.791
H 1.855 1.108 -4.082
H -0.106 -2.343 -1.516
H -0.843 -1.091 -4.021
C -3.010 -1.291 -0.566
C -4.110 -2.250 -0.938
C -5.419 -1.661 -1.392
O -3.944 -3.467 -0.874
H -2.124 -1.857 -0.258
H -2.748 -0.673 -1.428
H -3.332 -0.663 0.269
H -5.264 -1.060 -2.291
H -5.848 -1.050 -0.594
H -6.118 -2.471 -1.628
C 3.540 -5.479 -1.219
C 2.306 -4.846 -1.805
C 1.267 -5.764 -2.391
O 2.152 -3.626 -1.804
H 4.200 -4.695 -0.832
H 3.262 -6.140 -0.394
H 4.074 -6.037 -1.991
H 0.889 -6.439 -1.619
H 1.700 -6.336 -3.216
H 0.433 -5.169 -2.777
C -3.077 2.928 2.533
C -2.467 2.224 1.350
C -0.965 2.159 1.280
O -3.170 1.722 0.475
H -4.168 2.898 2.451
H -2.781 2.426 3.458
H -2.756 3.973 2.549
H -0.576 1.622 2.149
H -0.551 3.169 1.240
H -0.667 1.622 0.374
C 9.240 1.723 -0.432
C 8.006 2.356 -1.018
C 6.967 1.437 -1.605
O 7.852 3.576 -1.018
H 9.900 2.507 -0.046
H 8.962 1.062 0.392
H 9.774 1.165 -1.205
H 6.589 0.763 -0.833
H 7.400 0.866 -2.430
H 6.133 2.032 -1.991
C -6.075 4.907 5.448
C -6.101 3.403 5.485
C -7.448 2.734 5.551
O -5.062 2.745 5.461
H -5.036 5.251 5.401
H -6.602 5.267 4.561
H -6.535 5.309 6.354
H -8.037 2.996 4.669
H -7.970 3.039 6.462
H -7.313 1.647 5.572
*
```

---

# C15H33As3BF4IrS2

A structure of composition C15H33As3BF4IrS2 (wB97M-V/def2-TZVPD, the Open Molecules 2025 dataset).

## Properties
Relative energy (zero: lowest compared OMol25 entry of this formula, charge and spin) (eV): 0.862
HOMO (spin up / spin down) (eV): -7.92 / -8.12
Orbital gap (spin up / spin down) (Eh): 0.2675 / 0.2425

```
! RIJCOSX wB97M-V def2-TZVPD def2/J DEFGRID3
* xyz 0 1
Ir 1.287 -1.159 0.287
C 3.211 -5.196 -0.979
C 2.933 -3.780 -0.554
S 1.319 -3.278 -0.548
C 3.929 -2.905 -0.186
C 5.388 -3.272 -0.161
S 3.521 -1.327 0.270
H 2.288 -5.702 -1.255
H 3.672 -5.757 -0.164
H 3.889 -5.227 -1.834
H 5.597 -4.137 -0.787
H 5.706 -3.510 0.857
H 6.001 -2.440 -0.509
C 1.261 1.636 2.776
As 1.475 1.178 0.905
C 3.184 2.020 0.544
C 0.337 2.428 -0.078
C -1.175 2.150 -0.195
C -1.763 1.886 1.192
C -1.449 0.981 -1.148
As -0.945 -0.823 -0.596
C -2.425 -1.426 0.504
C -1.362 -1.751 -2.246
C -1.778 3.442 -0.790
As -3.644 3.709 -1.428
C -4.760 2.440 -0.425
C -3.592 2.721 -3.130
H 1.153 2.715 2.884
H 2.157 1.297 3.294
H 0.412 1.115 3.207
H 3.127 3.075 0.812
H 3.430 1.916 -0.511
H 3.959 1.534 1.134
H 0.780 2.482 -1.077
H 0.489 3.402 0.395
H -1.304 1.014 1.663
H -2.835 1.705 1.144
H -1.592 2.743 1.848
H -0.948 1.152 -2.106
H -2.518 0.920 -1.351
H -3.369 -1.133 0.045
H -2.347 -1.032 1.512
H -2.364 -2.512 0.565
H -2.368 -1.481 -2.566
H -1.306 -2.825 -2.080
H -0.640 -1.477 -3.013
H -1.197 3.730 -1.674
H -1.625 4.246 -0.065
H -4.839 2.747 0.616
H -4.416 1.408 -0.476
H -5.754 2.496 -0.868
H -2.710 3.025 -3.694
H -4.473 2.998 -3.708
H -3.581 1.640 -3.004
F 0.889 -1.076 4.369
B 0.540 -2.009 3.413
F 0.114 -1.180 2.210
F -0.575 -2.744 3.747
F 1.606 -2.791 3.015
*
```

---

# C3H14N2O2

A cluster of 3 separate species, C3H14N2O2 in total (wB97M-V/def2-TZVPD, the Open Molecules 2025 dataset).

## Properties
SMILES: CCNCN.O.O
Relative energy (zero: lowest compared OMol25 entry of this formula, charge and spin) (eV): 1.186
HOMO (eV): -8.70
Orbital gap (Eh): 0.3469

```
! RIJCOSX wB97M-V def2-TZVPD def2/J DEFGRID3
* xyz 0 1
C 2.393 -0.165 1.838
C 1.491 0.167 0.651
N 0.084 0.018 0.881
C -0.544 -1.297 1.020
N -1.796 -1.280 1.699
H 3.403 0.211 1.754
H 1.862 0.076 2.765
H 2.436 -1.261 1.920
H 1.802 -0.431 -0.213
H 1.623 1.176 0.279
H -0.114 0.746 1.559
H -0.569 -1.691 0.015
H 0.143 -1.958 1.557
H -2.337 -0.478 1.356
H -1.627 -0.968 2.651
O -1.503 0.746 -5.122
H -2.094 -0.013 -5.166
H -2.051 1.450 -5.479
O -0.574 1.948 -1.292
H -1.109 1.676 -2.050
H -0.917 1.330 -0.622
*
```